(1)
Entry from OMol25: one molecule with the formula C20H32N2O2 (ωB97M-V/def2-TZVPD).

XYZ file:
```
56
Properties=species:S:1:pos:R:3:lowdin_charge:R:1
C 3.75773 2.16575 -2.37793 -0.08
H -1.35595 -0.37397 -2.76767 0.13
C 0.24311 2.26112 -3.86681 -0.21
H -0.31696 3.18205 -4.07437 0.14
H 0.66890 -2.77881 5.53798 0.11
C -2.34965 1.57014 -1.20265 -0.07
C -1.28849 -3.62368 5.72964 -0.28
H 0.08943 -1.76424 0.68427 0.12
H -0.84446 -3.36757 2.19716 0.12
O 1.26654 0.44248 -5.24526 -0.07
H -2.24075 -0.66106 2.29078 0.10
H -0.62707 1.06253 -5.44218 0.13
H 1.20006 4.74804 -3.61710 0.12
N -0.57824 1.56599 -2.88199 0.00
C 0.34469 1.50383 -5.20840 -0.19
O -1.64352 3.49836 -2.42044 0.05
H 2.30922 0.68846 -2.87063 0.10
N -0.95668 -0.25660 -0.26396 -0.19
H 2.15423 0.80177 -5.12817 0.08
H 3.37941 5.49398 -2.76388 0.10
C 0.12126 -0.16531 -1.22997 -0.17
C 2.53069 1.74434 -2.86384 -0.06
C -1.55332 1.04165 -0.00640 -0.17
C -1.74307 -1.46303 1.74301 -0.19
H 0.44802 -1.66211 3.45051 0.10
H 0.05687 -0.24532 1.60126 0.13
C 3.14708 4.43978 -2.79372 -0.08
H 5.02783 3.83788 -1.96148 0.10
C -0.47537 -2.06592 3.86996 -0.22
C -0.11102 -3.16067 4.87416 -0.23
H -0.10686 -4.20955 7.44220 0.07
C -0.85285 -4.64061 6.77776 -0.12
H 4.46968 1.43407 -2.02403 0.10
C 1.59664 2.66808 -3.32251 -0.16
H -2.28029 -2.98335 3.14573 0.10
H 0.61645 -1.13890 -1.26790 0.12
C -1.36147 -2.56624 2.73032 -0.22
H -0.98529 -1.25344 4.39316 0.12
C -0.40479 0.15217 -2.63534 -0.12
H -2.87810 0.74073 -1.67429 0.12
C -1.49798 2.30565 -2.21657 -0.45
H -1.70163 -4.96139 7.37735 0.07
H 0.86923 0.59363 -0.93779 0.13
H 0.30459 -4.01722 4.33801 0.11
H -2.05412 -4.07319 5.09538 0.10
H -0.41902 -5.51697 6.30081 0.07
H 0.29035 -0.23061 -3.38085 0.11
H -0.79089 1.78800 0.28471 0.14
H -3.08529 2.29290 -0.84642 0.12
H -2.45125 -1.86334 1.01523 0.12
C 1.92191 4.01971 -3.27876 -0.02
H 0.58853 2.23845 -5.98778 0.13
H -2.24363 0.92546 0.82963 0.11
H -1.73303 -2.75850 6.22705 0.11
C -0.54262 -0.91792 0.96553 -0.21
C 4.07119 3.51253 -2.34253 -0.09
```

Summary:
* HOMO-LUMO gap: 9.47 eV
* ΔE to the lowest compared entry with this formula, charge and spin: 23.61 kcal per mole
* strongest force on any atom: 0.5 eV Å⁻¹
* SMILES string: CCCCCCCN1CCC(=O)N([C@H](CO)c2ccccc2)CC1
* DFT total energy: -28334.926 eV
* total charge: 0



(2)
Entry from OMol25: one molecule with the formula C3H4N4O2 at a distorted geometry (ωB97M-V/def2-TZVPD).

XYZ file:
```
13
Properties=species:S:1:pos:R:3:lowdin_charge:R:1
C -2.39988 0.47984 0.01475 -0.01
N 2.43559 -0.91162 0.03130 0.12
O -1.70968 -0.85624 -0.04646 -0.02
N 2.27629 1.46879 -0.11258 0.16
C 1.66496 0.35551 0.00851 -0.44
H -2.25812 0.81318 1.07312 0.10
N 0.30727 0.30800 0.22717 0.16
C -0.38945 -0.76270 0.07652 -0.58
H -1.81199 1.28311 -0.68791 0.14
H -3.38597 0.19855 -0.39720 0.09
O 0.16837 -1.87578 -0.13993 0.04
N 1.84960 -1.98534 0.08639 0.22
H 3.25303 1.48469 -0.13367 0.03
```

Summary:
* HOMO-LUMO gap: 9.11 eV
* ΔE to the lowest compared entry with this formula, charge and spin: 80.53 kcal per mole
* strongest force on any atom: 4.9 eV Å⁻¹
* SMILES string: [H]/N=c1\nnoc(OC)n1
* DFT total energy: -13227.423 eV
* total charge: 0



(3)
Entry from OMol25: one molecule with the formula C8H5Cl3O2S at a distorted geometry (ωB97M-V/def2-TZVPD).

XYZ file:
```
19
Properties=species:S:1:pos:R:3:lowdin_charge:R:1
H -2.13033 -0.55859 0.49672 0.14
C 3.57303 -0.19820 0.54420 -1.22
S 3.01272 1.44181 -0.77048 0.69
H 2.47815 -1.84653 0.94042 0.10
O 3.55950 1.12334 -2.03147 -0.30
C 1.22973 -0.39961 -0.07917 -0.25
C 2.50842 -1.19367 0.09455 -0.73
C 1.32414 0.91562 -0.54699 -0.26
C 0.18098 1.66306 -0.69201 -0.06
C -0.00584 -0.94714 0.35934 0.00
H -0.19244 -1.85442 0.84897 0.11
H -2.00217 1.65844 -0.60036 0.15
Cl 2.97727 -1.97832 -1.44594 0.67
C -1.01923 1.06002 -0.43746 -0.09
C -1.09706 -0.13334 0.22525 -0.09
Cl 3.38391 0.35287 2.22534 0.65
Cl 5.20872 -0.67275 0.19433 0.64
O 3.23973 2.71743 -0.16468 -0.30
H 0.44254 2.69969 -1.12455 0.16
```

Summary:
* HOMO-LUMO gap: 9.83 eV
* ΔE to the lowest compared entry with this formula, charge and spin: 0.00 kcal per mole
* strongest force on any atom: 4.1 eV Å⁻¹
* SMILES string: O=S1(=O)c2ccccc2[C@@H](Cl)C1(Cl)Cl
* DFT total energy: -60872.611 eV
* total charge: 0



(4)
Entry from OMol25: one molecule with the formula C6H6F3N3 at a distorted geometry (ωB97M-V/def2-TZVPD).

XYZ file:
```
18
Properties=species:S:1:pos:R:3:lowdin_charge:R:1
H -0.44526 -2.02360 -2.20158 0.06
C -1.61667 0.25766 1.71930 0.00
C -0.25147 1.54194 -1.36010 -0.13
C 0.36361 -1.83062 -1.50409 0.25
H -0.70880 0.36779 2.45166 0.13
F 2.26672 0.57119 0.59894 0.17
N -1.67251 2.10457 0.11368 0.06
H -1.82675 -0.77782 1.47639 0.09
C 0.45810 -0.62092 -0.42980 -0.06
N -1.01197 2.47479 -0.96490 0.01
C -1.22232 0.94366 0.51294 -0.38
F 1.97928 -1.46965 1.41746 0.06
H 0.60465 1.51479 -2.01898 0.13
N -0.31087 0.53721 -0.40356 -0.02
F 2.86371 -1.23035 -0.53775 0.04
C 1.85117 -0.63857 0.27014 -0.47
H 1.10029 -2.49573 -1.29618 0.00
H -2.42091 0.77366 2.15644 0.07
```

Summary:
* HOMO-LUMO gap (alpha / beta): 8.43 / 8.43 eV
* ΔE to the lowest compared entry with this formula, charge and spin: 47.36 kcal per mole
* strongest force on any atom: 9.5 eV Å⁻¹
* SMILES string: C=C(n1cnnc1C)C(F)(F)F
* DFT total energy: -18938.685 eV
* total charge: 0



(5)
Entry from OMol25: a 2-piece molecular cluster, C6H12Cl3FNO4P2S overall at a distorted geometry (ωB97M-V/def2-TZVPD).

XYZ file:
```
30
Properties=species:S:1:pos:R:3:lowdin_charge:R:1
C 0.50578 2.21584 1.09804 -0.23
O 2.07359 1.77267 -1.59638 -0.28
H -0.55720 -4.84859 -2.13820 0.03
H 1.88834 -2.39922 -1.46216 0.13
H 1.23311 1.51532 1.57457 0.05
P -0.43332 1.30314 -0.26915 0.95
H -2.46928 5.00303 3.86638 0.02
P 0.55653 -4.04841 -2.51757 0.77
S 2.17957 0.35221 -1.19351 0.75
C 0.76745 -2.50331 -1.46337 -0.37
O 1.88391 -4.80460 -2.46136 -0.45
H -0.17292 2.72317 1.81242 0.00
H 1.12290 2.99930 0.59251 0.06
H -1.09835 -1.41193 -1.75681 0.14
H -2.35943 1.56471 0.69538 -0.02
C -0.01614 -1.19106 -1.90841 -0.11
O 3.16884 0.13321 -0.11305 -0.26
C -2.83198 3.99778 3.68008 -1.52
H 0.42463 -3.56753 -3.86491 0.05
Cl -2.86848 3.73984 1.92691 0.55
Cl -4.45188 3.85473 4.36134 0.56
N 0.49922 -2.57360 0.00756 0.14
C 0.51711 -0.27864 -0.73232 -0.55
C 0.39172 -1.34155 0.41716 0.04
Cl -1.72510 2.85464 4.45084 0.53
H 0.44210 -3.40577 0.59901 0.20
O -1.90210 0.75921 0.39888 -0.33
H 0.18626 -1.01626 1.46257 0.18
H 0.29254 -0.95381 -2.94744 0.14
F 2.75259 -0.44450 -2.51901 -0.17
```

Summary:
* HOMO-LUMO gap: 6.41 eV
* strongest force on any atom: 6.4 eV Å⁻¹
* DFT total energy: -85784.346 eV
* total charge: +1



(6)
Entry from OMol25: C50H38EuF5I2N5OPS as an isolated structure at a distorted geometry (ωB97M-V/def2-TZVPD).

XYZ file:
```
104
Properties=species:S:1:pos:R:3:mulliken_spin:R:1
H 3.89660 5.48930 -1.29100 0.00
C 2.79490 1.09890 3.30950 -0.06
H 3.34420 4.31870 -2.49210 0.00
C -1.25580 -1.94350 2.77600 0.01
C -1.46850 0.23760 -3.41730 0.00
H 1.87260 -0.79180 2.95620 0.01
C 5.09480 2.28410 -1.27020 0.00
C 3.66800 1.23750 -4.18920 0.00
H -0.96880 3.89670 2.00530 0.00
C 7.50840 2.39140 -1.06120 0.00
C 2.34500 1.77380 -2.13390 0.01
C -4.61860 0.87970 -6.27550 0.00
C -4.18770 1.22200 0.25460 0.00
H 2.99630 4.05150 -0.78910 0.00
I -4.65330 -0.18100 -1.25460 0.00
N -5.95790 1.63020 -9.40580 0.00
H -0.97390 0.17900 -7.33240 0.00
H -0.73700 3.38810 0.31720 0.00
H 1.90780 -1.89090 0.76960 0.00
H -2.31160 -3.25480 4.09420 0.00
C -5.14940 1.70250 1.10910 0.00
C -4.24800 0.96570 -7.61840 0.00
C 2.49650 0.11290 1.10300 0.10
C -3.20190 -5.85430 -0.81700 0.00
C -1.93150 0.06760 4.45550 0.00
N -1.42360 -0.08950 -4.72750 0.00
H -1.05370 2.38800 3.61620 0.00
C -1.99570 0.35980 -7.03890 0.00
C -2.93020 0.70340 -7.99370 0.00
F -2.47520 -1.94440 0.32080 0.01
H -2.24000 0.84230 -2.98200 0.00
C 3.23380 1.20120 0.55850 0.10
C -5.19840 1.32750 -8.60310 0.00
H 6.36890 0.58370 -1.08900 0.00
N -0.20740 1.93140 1.72290 0.00
F -1.23920 -5.85430 -2.08540 0.00
H -0.00130 -1.24950 -5.84180 0.00
H 8.34850 4.36340 -1.04570 0.00
C -1.78060 -3.86800 -0.89640 -0.01
C 1.18190 2.24390 -1.52470 0.07
F -4.63820 -3.28970 1.32270 0.00
C -3.68610 0.51740 -5.32540 0.00
C 3.74230 4.42910 -1.48390 0.00
H -3.98820 0.41350 -4.29580 0.00
C 3.44010 2.19760 2.75290 0.17
H 3.78380 3.00890 3.37800 0.00
Eu -0.43160 -0.32390 -0.21470 5.00
C -0.27620 -0.81870 -4.90360 -0.01
C -3.45470 3.09180 2.10760 0.00
H 0.48850 1.52030 3.65430 -0.01
H 8.45520 1.88440 -0.94640 0.00
C -2.83650 1.61900 0.28140 0.01
C 2.34960 0.07200 2.50630 0.14
C -4.76490 2.64900 2.04280 0.00
C 7.44750 3.77130 -1.11920 0.00
N -0.85780 -0.70750 2.45980 0.01
C 2.43610 1.76780 -3.53200 0.00
C -4.08910 -5.22380 0.06050 0.00
H 1.47430 2.30100 -5.36410 0.00
H 2.66900 1.04120 4.38490 0.00
N -0.43460 -0.23360 -2.75850 -0.01
C -2.36830 0.26060 -5.70080 0.00
O -1.98480 1.13440 -0.55910 0.03
C -0.47030 1.59840 3.12540 0.01
C 0.14620 2.75980 -2.29210 -0.01
C -1.06330 3.05250 1.30500 -0.01
H -0.91780 -2.73820 2.11610 0.00
H 4.52220 1.87550 -3.95770 0.00
C 0.32030 -0.90280 -3.68480 0.01
H 4.27720 3.02490 0.98050 0.01
H -2.16370 0.89640 5.10700 0.00
C -2.01450 -2.23940 3.89340 0.00
H -0.74270 3.16150 -1.82560 0.00
H 2.50290 -1.02860 -0.67130 -0.02
H -6.16880 1.35230 1.04960 0.00
C 1.92740 -0.91920 0.25940 0.56
H -3.01970 -1.38780 5.59510 0.00
C 6.22170 4.39670 -1.26460 0.00
C -2.71980 -3.26470 -0.04560 0.00
H 1.22700 -1.40890 -3.41460 0.00
P 3.74380 1.03100 -1.19330 0.02
I -6.19380 3.47420 3.37110 0.00
C -2.49590 2.60160 1.24330 0.00
F -3.44890 -7.11320 -1.19960 0.00
H 6.17880 5.47630 -1.30640 0.00
C 5.03280 3.67910 -1.34430 0.00
H 1.15640 2.31080 -0.44250 -0.05
C -3.83140 -3.91350 0.45250 0.00
H 0.76540 2.23160 1.66200 -0.01
C 1.39240 2.28270 -4.28540 0.00
H -0.54200 3.18810 -4.27510 0.00
F -5.16590 -5.87360 0.52500 0.00
H -3.18050 3.84920 2.82690 0.00
C -2.39580 -1.20340 4.73390 0.00
C 3.69170 2.21550 1.39030 -0.09
C 6.33750 1.66390 -1.14300 0.00
C 0.25480 2.77820 -3.67280 0.00
C -2.07540 -5.19860 -1.27200 0.00
S -0.36650 -3.06470 -1.39390 0.00
H -5.63430 1.09290 -5.98030 0.00
H 3.89230 0.24270 -3.80320 0.00
C -1.14920 0.27220 3.32130 0.00
H 3.55190 1.18430 -5.26930 0.00
H -2.64350 0.77960 -9.03120 0.00
```

Summary:
* multiplicity: 7
* HOMO-LUMO gap (alpha / beta): 6.20 / 2.62 eV
* strongest force on any atom: 4.4 eV Å⁻¹
* DFT total energy: -131204.566 eV
* total charge: 0